No. 1
Molecular formula: C38H53BaN7O3P4
Method: DFT, ωB97M-V/def2-TZVPD

The geometry in ORCA input format:
```
! RIJCOSX wB97M-V def2-TZVPD def2/J DEFGRID3
* xyz 2 1
Ba 0.649 0.728 0.163
P -2.492 1.680 -0.851
P 3.678 -1.191 1.330
P 2.194 0.461 3.336
P -1.978 -1.196 -0.649
O 0.890 0.178 2.670
O 3.327 -0.537 2.743
O 2.670 -0.862 0.275
N 2.035 -1.430 -2.967
N -2.997 0.147 -0.129
N 5.113 -0.508 0.929
N 3.750 -2.778 1.689
N 1.484 0.770 -2.505
N 2.778 1.957 3.013
N 2.211 0.218 4.923
C 1.434 2.061 -2.895
C -2.383 -1.490 -2.395
C 6.263 -0.757 1.798
C -2.979 0.228 1.347
C -4.500 1.834 -4.972
C -4.641 -3.806 1.055
C -3.389 2.614 -4.686
C 5.460 -0.252 -0.472
C -3.319 1.685 -2.462
C -5.484 3.929 0.839
C -3.434 2.893 0.117
C 3.142 2.383 1.667
C -3.391 -2.351 -2.827
C -2.888 -1.811 -5.117
C -1.903 -3.635 0.625
C 1.819 2.510 -4.129
C 4.061 -3.675 0.573
C -1.871 -0.965 -4.698
C -5.022 0.982 -4.006
C -2.732 -2.597 0.215
C -2.725 3.727 0.978
C -2.441 -4.764 1.231
C 3.449 0.212 5.700
C 1.941 -0.131 -3.379
C -4.822 3.006 0.046
C 0.995 -0.135 5.666
C -3.638 -2.510 -4.182
C -3.387 4.654 1.771
C 4.054 -3.328 3.009
C 2.982 2.989 4.033
C 2.286 1.556 -5.041
C -4.769 4.750 1.702
C -2.796 2.532 -3.435
C -1.612 -0.820 -3.345
C -4.439 0.910 -2.751
C -3.807 -4.848 1.445
C -4.108 -2.687 0.438
C 2.349 0.237 -4.675
H 1.126 -1.110 6.138
H -6.560 4.015 0.779
H 6.933 0.102 1.764
H 4.558 -0.095 -1.058
H 2.382 3.069 1.258
H -2.828 5.303 2.432
H 3.743 -2.641 3.791
H 3.792 -3.206 -0.374
H 3.260 1.530 1.000
H -4.963 1.889 -5.948
H -1.282 -0.418 -5.424
H -5.707 -3.869 1.229
H -3.249 -0.732 1.777
H 6.021 -1.086 -0.903
H -2.984 3.280 -5.435
H 3.627 -0.783 6.112
H 2.597 1.855 -6.033
H 0.805 0.610 6.439
H 2.099 -2.144 -3.673
H -1.793 -5.573 1.540
H 1.043 2.768 -2.164
H 0.145 -0.179 4.992
H 1.558 -1.697 -2.123
H -5.384 2.380 -0.635
H 4.297 0.489 5.075
H 3.379 0.924 6.523
H 6.082 0.642 -0.525
H 2.710 -0.518 -5.359
H -3.090 -1.933 -6.173
H 1.756 3.557 -4.383
H -4.227 -5.724 1.923
H -3.699 0.971 1.681
H -1.996 0.510 1.772
H -1.642 3.663 1.022
H 2.504 3.918 3.717
H -0.815 -0.158 -3.023
H 5.942 -0.890 2.830
H 4.085 2.928 1.700
H 2.534 2.689 4.975
H 6.822 -1.644 1.487
H -4.421 -3.182 -4.509
H 5.121 -3.540 3.120
H -1.918 3.131 -3.216
H 5.123 -3.935 0.553
H -5.887 0.373 -4.233
H 3.503 -4.260 3.137
H -4.757 -1.872 0.136
H -3.982 -2.906 -2.112
H -4.836 0.238 -2.001
H -5.292 5.472 2.315
H 3.480 -4.591 0.677
H -0.832 -3.564 0.470
H 4.047 3.178 4.181
*
```

Calculated values
energy = -94684.890 eV
frontier orbital gap = 8.0501 eV
HOMO energy = -12.485 eV
relative energy (zero: lowest compared OMol25 entry of this formula, charge and spin) = 22.4 kcal per mole

Mulliken population analysis, charges in e, atoms 1 to 99:
1 Ba 1.747
2 P 0.549
3 P -1.342
4 P -0.620
5 P 0.960
6 O -0.791
7 O 0.795
8 O 0.159
9 N -0.203
10 N 0.228
11 N 0.662
12 N 0.555
13 N 0.526
14 N 0.801
15 N 0.510
16 C -0.355
17 C 0.075
18 C -0.957
19 C -1.021
20 C -0.637
21 C -0.665
22 C -0.733
23 C -0.702
24 C 0.454
25 C -0.687
26 C -0.141
27 C -0.792
28 C -0.501
29 C -0.682
30 C -0.833
31 C -0.947
32 C -1.009
33 C -0.703
34 C -0.924
35 C 0.462
36 C -0.130
37 C -0.539
38 C -1.092
39 C 0.459
40 C -0.373
41 C -0.896
42 C -0.902
43 C -0.685
44 C -0.746
45 C -1.113
46 C -0.371
47 C -0.515
48 C -0.747
49 C 0.158
50 C 0.231
51 C -0.659
52 C -0.115
53 C -1.176
54 H 0.290
55 H 0.446
56 H 0.371
57 H 0.028
58 H 0.216
59 H 0.427
60 H 0.030
61 H 0.233
62 H 0.003
63 H 0.437
64 H 0.521
65 H 0.452
66 H 0.332
67 H 0.341
68 H 0.449
69 H 0.359
70 H 0.439
71 H 0.284
72 H 0.278
73 H 0.432
74 H 0.346
75 H 0.226
76 H 0.043
77 H 0.408
78 H 0.244
79 H 0.435
80 H 0.319
81 H 0.457
82 H 0.433
83 H 0.513
84 H 0.408
85 H 0.311
86 H 0.328
87 H 0.343
88 H 0.354
89 H 0.239
90 H 0.229
91 H 0.367
92 H 0.315
93 H 0.276
94 H 0.462
95 H 0.297
96 H 0.361
97 H 0.304
98 H 0.435
99 H 0.384


No. 2
Molecular formula: C38H53Br2N5O3Zr
Method: DFT, ωB97M-V/def2-TZVPD

The geometry in ORCA input format:
```
! RIJCOSX wB97M-V def2-TZVPD def2/J DEFGRID3
* xyz 2 1
Zr 0.283 0.236 0.644
Br -0.681 -1.704 -1.548
Br -2.351 -3.924 0.075
O -3.367 -0.898 2.080
O 3.227 -1.867 0.131
O -0.100 1.438 2.286
N -1.734 0.785 3.682
N 1.732 0.876 -1.040
N 2.001 -1.645 0.708
N -0.334 -1.333 1.796
N -1.183 1.309 -0.349
C -3.345 1.262 0.905
C -2.667 1.598 -3.729
C 3.702 1.652 2.760
C -4.372 1.984 1.510
C 5.158 1.436 0.298
C 2.302 3.074 1.250
C -0.708 1.538 3.407
C -0.504 5.239 0.775
C -3.218 4.040 1.119
C -0.764 -3.539 -0.902
C -3.480 -0.247 0.801
C -1.074 4.181 -0.170
C 2.447 -3.854 1.647
C -2.187 3.371 0.467
C -0.143 1.410 -2.574
C 3.985 0.427 -2.049
C -1.561 4.844 -1.464
C -4.496 -0.906 2.943
C -0.207 -3.399 3.091
C 3.185 0.877 -0.975
C -0.303 1.566 -3.966
C -2.253 1.971 0.375
C -2.540 1.491 -2.359
C -4.307 3.359 1.634
C 5.956 1.099 -0.782
C 0.289 -2.389 2.106
C -0.221 2.549 4.385
C 3.666 0.578 -4.583
C 3.591 -0.312 -3.337
C 1.235 1.329 -2.146
C -1.543 1.639 -4.551
C 1.630 -2.626 1.447
C -1.288 1.384 -1.743
C 2.947 1.703 1.432
C 2.331 -1.174 -3.320
C -4.729 -0.673 0.043
C 5.369 0.580 -1.913
C 3.780 1.320 0.225
H 4.410 2.476 2.838
H 3.096 3.808 1.106
H -5.116 3.902 2.105
H 4.242 0.714 2.889
H 3.461 -1.040 -0.325
H -5.256 1.469 1.862
H -4.279 -1.637 3.720
H 2.411 -1.918 -4.113
H 0.764 2.246 4.743
H -0.891 2.656 5.235
H -2.211 0.901 4.562
H -5.641 -0.232 0.445
H 2.192 0.899 1.583
H -5.406 -1.220 2.431
H -0.734 -4.151 -1.795
H 0.534 -3.577 3.873
H -1.642 1.744 -5.622
H 3.575 -0.037 -5.478
H -0.117 3.508 3.880
H 7.031 1.199 -0.720
H -3.425 1.517 -1.740
H 1.649 3.127 0.378
H 2.218 -1.711 -2.377
H 4.411 -1.025 -3.450
H 0.379 5.701 0.333
H -3.185 5.119 1.195
H -1.138 -3.053 3.528
H -0.269 3.491 -0.433
H -3.656 1.667 -4.164
H 2.874 1.328 -4.623
H -4.823 -1.759 0.058
H 0.584 1.615 -4.586
H 1.946 1.681 -2.889
H 2.995 1.760 3.583
H -4.649 -0.359 -0.997
H -2.381 5.533 -1.253
H -2.616 -0.637 0.265
H -0.755 5.415 -1.926
H 5.622 1.789 1.207
H 1.413 -0.619 -3.513
H 2.928 -4.155 0.718
H -4.668 0.069 3.408
H 0.110 -3.701 -0.284
H 3.247 -3.650 2.364
H 1.728 3.356 2.130
H -1.919 4.110 -2.187
H -1.222 6.038 0.962
H 4.618 1.107 -4.635
H -0.219 4.813 1.738
H -0.391 -4.359 2.600
H -2.104 0.103 2.998
H 5.999 0.245 -2.728
H 1.846 -4.671 2.037
*
```

Calculated values
energy = -195214.366 eV
frontier orbital gap = 7.1032 eV
HOMO energy = -13.187 eV
relative energy (zero: lowest compared OMol25 entry of this formula, charge and spin) = 0.0 kcal per mole

Mulliken population analysis, charges in e, atoms 1 to 99:
1 Zr -1.105
2 Br 0.298
3 Br -0.056
4 O -0.180
5 O -0.741
6 O 0.180
7 N 0.016
8 N 1.489
9 N 1.467
10 N 0.082
11 N 2.047
12 C 1.406
13 C -1.120
14 C -2.203
15 C -0.553
16 C -0.878
17 C -1.473
18 C 0.357
19 C -1.512
20 C -0.382
21 C -0.402
22 C 1.171
23 C 1.984
24 C -1.747
25 C 0.792
26 C 0.519
27 C 1.251
28 C -1.511
29 C -0.955
30 C -1.966
31 C -1.545
32 C -1.026
33 C -1.284
34 C -0.787
35 C -1.633
36 C -1.459
37 C 1.019
38 C -1.104
39 C -1.447
40 C 0.208
41 C -1.124
42 C -1.068
43 C -0.295
44 C 0.611
45 C 3.103
46 C -1.302
47 C -1.667
48 C -1.222
49 C 1.076
50 H 0.531
51 H 0.480
52 H 0.442
53 H 0.478
54 H 0.093
55 H 0.601
56 H 0.320
57 H 0.510
58 H 0.199
59 H 0.537
60 H 0.318
61 H 0.395
62 H -0.205
63 H 0.364
64 H 0.567
65 H 0.473
66 H 0.494
67 H 0.429
68 H 0.173
69 H 0.425
70 H 0.723
71 H 0.333
72 H 0.032
73 H 0.929
74 H 0.389
75 H 0.409
76 H 0.212
77 H -1.557
78 H 0.438
79 H 0.275
80 H 0.451
81 H 0.294
82 H 1.217
83 H 0.252
84 H 0.433
85 H 0.367
86 H -1.134
87 H 0.447
88 H 0.433
89 H 0.296
90 H 0.465
91 H 0.330
92 H -0.014
93 H 0.368
94 H 0.269
95 H 0.231
96 H 0.442
97 H 0.434
98 H 0.200
99 H 0.415